[1]
C9H17F6N4O4PS2 as an isolated structure. Source: the OMol25 dataset; level of theory: wB97M-V/def2-TZVPD.

```
43
Properties=species:S:1:pos:R:3:nbo_charge:R:1
H 2.4136 1.3868 -2.9888 0.2539
N -3.9826 1.3207 -0.0821 -0.9064
C 1.9289 2.5928 0.2382 -0.7265
C -0.9164 2.7442 -1.1854 -0.3394
P 0.9790 2.7445 -1.4115 0.7515
C 3.5517 2.6795 -0.1565 -0.6344
H 0.4840 1.2012 -3.3611 0.2335
O -1.5478 -4.8550 0.1169 -0.9246
O -0.6860 -1.8043 0.6855 -0.9499
S 0.4683 -2.5361 1.2137 2.2104
C -1.7948 4.0834 -1.5653 -0.2717
C 1.1655 -0.1403 -1.6485 -0.6639
O 0.8260 -5.4681 -0.1652 -0.9125
H -3.9484 0.4055 -0.6189 0.4851
H 2.1019 -0.4182 -0.9947 0.2557
C -0.4624 -6.4354 1.8882 0.7084
N -3.1423 3.6732 -0.9353 -0.5711
H -4.7360 1.4692 0.6247 0.4653
O 1.6876 -2.4202 0.4106 -0.9273
F -0.8340 -7.5882 1.2600 -0.3162
H 0.1676 -0.0477 -1.0040 0.2282
H 1.6667 3.4465 1.0292 0.2447
F -1.4193 -6.1884 2.8330 -0.3247
F 0.6769 -6.7289 2.5847 -0.3218
F 1.9278 -2.2655 3.4249 -0.3169
H -3.6735 3.4287 -1.8249 0.4006
N 0.1707 -3.9615 1.8412 -1.1704
H 3.9462 1.6218 -0.5053 0.2343
H -1.2215 4.9717 -1.0113 0.2440
C -3.0315 2.2958 -0.2536 0.8302
H 4.1901 3.1662 0.6955 0.2397
H 0.9687 -1.0492 -2.3923 0.2361
H 1.6547 1.5336 0.7122 0.2594
C 0.8684 -1.6909 2.7793 0.7083
H -1.8760 4.2263 -2.7476 0.2526
H -1.4257 2.9253 0.9530 0.4096
H -1.3161 1.9010 -1.9299 0.2139
S -0.2359 -5.0321 0.7453 2.2009
N -1.5349 2.3014 0.1233 -0.6590
H 3.5821 3.3843 -1.1174 0.2121
F 1.1888 -0.3752 2.6148 -0.3307
C 1.3387 1.2260 -2.5440 -0.6879
F -0.1686 -1.7246 3.6695 -0.3229
```

Results
- Highest occupied orbital energy: -8.76 eV
- HOMO-LUMO gap: 5.02 eV
- LUMO level: -3.74 eV
- Total charge: 0

---

[2]
C12H31BF4N2O2RuSSiTe4 as an isolated structure. Source: the OMol25 dataset; level of theory: wB97M-V/def2-TZVPD.

```
59
Properties=species:S:1:pos:R:3:nbo_charge:R:1
H 0.2664 2.8625 -0.6151 0.4360
C 3.0802 -0.7799 0.0253 -0.0964
Si -1.5413 -0.5689 2.8275 1.4047
C -2.6569 0.7880 3.5443 -1.1415
N -1.6462 0.8439 -2.1560 -0.5886
C -1.1770 -1.5859 4.4072 -1.1323
H -0.0277 4.0287 -3.7387 0.2015
C -1.3114 0.1563 -4.5404 -0.6170
H 3.5967 -2.3967 1.3176 0.1776
H 2.0734 -2.6533 0.4243 0.2144
F 0.1291 -3.3811 -1.5922 -0.5746
H 2.6241 -2.8963 3.2661 0.1658
C 2.6919 -1.9110 0.9363 -0.1010
C 0.9369 3.7970 -3.2840 -0.6119
H -2.1299 -1.7181 4.9303 0.2222
Ru 0.2787 0.0171 1.4010 -0.1219
F -1.5988 -1.8460 -1.5959 -0.5844
C 0.9187 2.4586 -2.5711 -0.2273
C -1.8604 1.1854 -3.5601 -0.2179
H 0.7090 1.6401 -3.2504 0.1986
H -2.8816 -1.2959 0.8298 0.2391
C 1.6946 -2.3798 3.0072 -0.2427
H -0.5152 -1.0308 5.0804 0.2159
C 1.6252 -0.7896 -1.8088 -0.2620
H 3.5894 -0.0092 0.6048 0.2152
H -0.7631 -2.5785 4.2352 0.2128
H 0.5920 -0.5674 -2.0360 0.2105
H -1.4442 2.1801 -3.7340 0.1997
F -1.6789 -3.7091 -0.2368 -0.5501
H 2.2927 -0.4028 -2.5884 0.1581
B -0.8639 -2.7604 -0.8099 1.3664
H 3.7674 -1.1381 -0.7472 0.1824
H -2.2484 1.2154 4.4651 0.2310
H -2.9396 1.2752 -3.6982 0.2009
H 0.9726 -3.0914 2.5992 0.1947
H -1.6101 0.4079 -5.5592 0.2080
O 1.9731 -1.3656 2.0468 -0.5428
H 1.6983 3.8018 -4.0651 0.2087
O 1.9447 -0.1695 -0.5718 -0.5797
Te -0.3989 4.0204 3.3661 -0.5973
H 1.2845 -1.8849 3.8789 0.2181
H -3.6084 0.3056 3.7833 0.2119
C -2.7570 -1.6552 1.8507 -1.1343
N -0.0530 2.4356 -1.4766 -0.6081
H -2.1629 0.0525 -1.7877 0.4558
H -0.2248 0.1071 -4.5082 0.2031
C -0.9882 1.5107 -1.2173 0.3768
H -3.7232 -1.6039 2.3621 0.2100
H -1.6906 -0.8374 -4.3009 0.2330
Te 4.2655 4.4221 1.8518 -0.1682
F -0.1835 -1.9997 0.2106 -0.5731
Te 1.0023 1.7729 3.0999 0.3216
Te 2.6328 2.5479 1.0701 -0.0643
H 1.7155 -1.8715 -1.7497 0.2119
H -2.4582 -2.7012 1.7886 0.2407
H 1.9000 2.2528 -2.1338 0.2155
H -2.8371 1.6287 2.8699 0.2476
H 1.1738 4.5949 -2.5792 0.2211
S -1.4487 1.2701 0.4325 -0.0940
```

Results
- Highest occupied orbital energy (spin up / spin down): -3.85 / -3.84 eV
- HOMO-LUMO gap (spin up / spin down): 5.95 / 4.60 eV
- LUMO level (spin up / spin down): 2.10 / 0.76 eV
- ⟨S²⟩: 0.757
- Total charge: -1
- Multiplicity: 2

---

[3]
C5H17N3 as an isolated structure. Source: the OMol25 dataset; level of theory: wB97M-V/def2-TZVPD.

```
25
Properties=species:S:1:pos:R:3:nbo_charge:R:1
H 2.6993 1.1036 0.7310 0.1926
H 0.7735 0.5868 2.5207 0.1889
H -0.8221 2.1212 0.5220 0.1802
H 1.3345 -2.3250 0.0147 0.1683
N -2.8071 0.3892 -0.7848 -0.6611
H -1.5103 -1.1043 -1.3552 0.4198
C 0.5720 -2.0714 -0.7199 0.0222
N -0.6505 -2.4614 -0.6749 -0.6949
H 0.3863 2.3812 -0.7268 0.1968
H -0.8938 -2.9386 0.1907 0.3492
H 0.8126 2.5851 0.9799 0.1895
H 0.9323 -1.6234 -1.6393 0.1706
H -0.4051 0.1264 -0.5288 0.3412
H -1.5150 0.3147 -2.3153 0.3675
C 0.3354 -0.0399 1.7330 -0.6156
C 0.2328 1.9764 0.2756 -0.6023
C 0.6399 0.4958 0.3377 -0.3801
H 2.5783 -0.5412 0.2534 0.1880
H -0.7416 -0.0812 1.9165 0.1920
H 0.7514 -1.0350 1.8970 0.1878
N -1.5409 -0.0287 -1.3570 -0.6786
H 2.3636 0.7413 -0.9623 0.2013
H -3.0279 -0.2842 -0.0577 0.3456
C 2.1387 0.4381 0.0625 -0.6158
H -2.6363 1.2747 -0.3129 0.3468
```

Results
- Highest occupied orbital energy: -7.24 eV
- HOMO-LUMO gap: 8.04 eV
- LUMO level: 0.80 eV
- Total charge: 0

---

[4]
A 2-piece molecular cluster, C21H34BrN5O9PS3 overall. Source: the OMol25 dataset; level of theory: wB97M-V/def2-TZVPD.

```
74
Properties=species:S:1:pos:R:3:mulliken_charge:R:1
H -0.3964 -3.7658 -0.9022 0.6568
C 3.6232 -2.6620 -5.8313 -0.0181
H 2.2319 -2.5984 2.2543 0.4200
O -3.3591 -1.5738 -1.7935 -0.5780
C -5.2550 3.2134 3.0662 -0.9178
C -0.3841 1.5189 1.4398 -1.7175
C -0.1095 -2.4225 -2.5300 -0.5134
S 1.0468 -3.6436 -3.1649 -0.2173
H -5.6825 5.4316 0.1948 0.3231
H 2.9451 2.1729 2.0322 0.6504
H -4.0933 1.2865 -1.1012 0.3608
O 1.6398 -2.3742 2.9828 -0.5526
S -4.4940 4.3823 1.9417 0.3836
H -6.7020 5.2146 1.6370 0.4068
H -2.3655 2.3225 0.0460 0.4718
H 2.6356 4.2963 3.4495 0.3652
H 1.2760 1.6077 0.3287 0.7491
C 0.7284 -2.2097 -0.0588 -0.7483
O -0.1899 -0.0454 -0.4385 -0.3618
O -2.7004 0.0661 -3.1058 -0.4568
C 0.9601 -0.7093 -0.0073 -0.2058
N 1.1120 1.3382 1.3036 -0.4129
P 0.7935 -1.0439 2.8849 0.7798
O -3.5968 3.5841 1.0433 -0.5943
H 5.0593 -5.4654 -5.9027 0.3841
H 0.4037 2.6071 3.6791 0.2119
C 2.6470 -1.0044 -1.6887 0.5134
C 4.3897 -4.6388 -5.7458 -0.5396
C -2.0535 1.4103 -0.4527 -0.9229
N 4.6522 -3.3576 -6.1629 -0.6093
C 3.8579 -0.2944 2.6079 0.2390
H -5.6983 2.3966 2.4969 0.2887
H -2.3448 0.9584 -3.0372 0.4046
H -1.0857 -2.1232 2.8795 0.3033
H -4.4787 2.8309 3.7253 0.2920
H 0.2276 -1.4060 -2.7345 0.2264
S 0.5570 -1.8699 -5.5201 -0.2079
Br 4.9468 -1.8652 2.8383 -0.1015
N -0.7386 -1.1726 2.8522 -0.7275
H 2.0108 2.1033 4.2397 0.3018
O 1.9248 -0.1992 -0.9749 -0.4103
H -6.0129 3.7270 3.6563 0.4031
H 3.4858 0.4719 0.7036 0.7130
H -1.3157 -2.3073 -0.7503 0.3372
C -3.1194 -0.4069 -1.9171 0.3707
C -1.1004 0.6138 0.4446 0.7248
C -5.9641 4.7437 0.9886 -0.9817
H 2.6640 -5.5199 -4.6702 0.3965
O 1.3129 -0.2453 4.1464 -0.5556
H 3.2309 -1.2706 0.8422 0.9792
O 1.7551 4.0749 3.7698 -0.5710
H -6.3568 3.8208 0.5625 0.3070
N 3.3427 -1.7295 -2.2571 -0.4522
C 3.1920 -4.7064 -5.1348 -0.1348
H 1.6511 -2.7873 -0.1770 0.5993
H -0.5690 2.5705 1.2207 0.8503
H -0.6948 1.3284 2.4594 0.2321
H -3.6609 0.0316 0.0610 0.3730
H -1.5055 1.6306 -1.3716 0.4079
H 1.7267 3.2998 1.5238 0.5836
C 3.0454 -0.3120 1.3186 -2.4694
C -3.3064 0.5923 -0.7992 -0.5097
H 3.5073 -1.6105 -6.0246 0.3877
N 2.6775 -3.4248 -5.1934 0.1902
O 3.9175 0.6015 3.3749 -0.4041
C 1.8821 2.3753 2.0852 -0.6349
C 1.4744 2.7109 3.5144 -0.3824
C 1.4865 -0.1272 1.3767 1.4992
H -1.7015 -0.1259 0.9649 0.5791
H -1.0495 -2.5213 -3.0706 0.8329
C -0.3411 -2.6840 -1.0523 -1.8770
C 1.4595 -2.9491 -4.7159 0.2512
H 0.3235 -2.5220 0.9018 0.6124
H 0.6217 0.3604 4.4479 0.4235
```

Results
- Highest occupied orbital energy: -10.52 eV
- HOMO-LUMO gap: 7.54 eV
- LUMO level: -2.98 eV
- Total charge: +1

---

> Among the records above, which one has the highest total charge?

C21H34BrN5O9PS3